# 1
DFT (ωB97M-V with the def2-TZVPD basis set) results for 2 unconnected molecules or ions with the total composition C3H9OS.

Properties
Lowest unoccupied orbital energy in eV: 4.1701
Spin multiplicity: 1
Total charge: -1
HOMO energy in hartree: -0.0943
Kohn-Sham gap in eV: 6.7372

Element x y z (Å)
C  0.14  0.39  1.84
C  0.75  0.38  0.52
C  0.42  -1.01  -0.06
S  -1.19  -1.34  -0.73
H  0.91  0.16  2.71
H  -0.47  1.29  2.14
H  -0.63  -0.41  2.01
H  1.85  0.52  0.63
H  0.41  1.18  -0.34
H  1.15  -1.12  -0.89
H  0.79  -1.87  0.66
H  -1.41  0.45  -2.05
H  -1.54  0.42  -3.55
O  -1.16  0.96  -2.87



# 2
DFT (ωB97M-V with the def2-TZVPD basis set) results for a molecular structure, C50H34BrCoN14O3.

Properties
Lowest unoccupied orbital energy (spin up / spin down) in eV: 1.9853 / 1.0507
Spin multiplicity: 4
Total charge: -1
HOMO energy (spin up / spin down) in hartree: -0.1517 / -0.1606
Kohn-Sham gap (spin up / spin down) in eV: 6.1123 / 5.4206

Element x y z (Å)
Co  -0.26  0.51  1.76
Br  -0.91  0.55  4.52
C  -2.29  -0.68  4.09
C  -3.31  -0.80  5.02
C  -4.36  -1.66  4.77
C  -4.38  -2.39  3.59
C  -3.35  -2.26  2.66
C  -3.38  -3.05  1.42
C  -2.62  -2.72  0.39
C  -1.75  -1.49  0.45
C  -1.15  -1.32  1.85
C  -2.26  -1.40  2.90
H  -3.28  -0.20  5.93
H  -5.17  -1.76  5.49
H  -5.19  -3.08  3.38
H  -4.04  -3.92  1.38
H  -2.61  -3.33  -0.51
H  -0.93  -1.61  -0.26
C  3.61  5.52  -3.51
O  3.75  6.61  -2.60
C  3.96  6.29  -1.30
C  3.98  7.37  -0.41
C  4.16  7.16  0.94
C  4.34  5.85  1.45
C  4.37  4.79  0.54
C  4.17  5.01  -0.82
N  4.48  5.71  2.81
N  4.53  4.53  3.33
C  3.72  3.49  3.18
C  4.19  2.20  3.55
C  3.47  1.05  3.35
C  2.19  1.09  2.75
O  1.48  0.05  2.49
C  1.66  2.39  2.41
N  0.42  2.38  1.84
C  -0.15  3.52  1.54
C  0.44  4.76  1.85
C  1.68  4.79  2.43
C  2.36  3.58  2.67
H  3.39  5.96  -4.48
H  2.79  4.86  -3.22
H  4.53  4.94  -3.58
H  3.84  8.37  -0.80
H  4.16  7.98  1.64
H  4.55  3.78  0.89
H  4.19  4.16  -1.50
H  5.19  2.15  3.98
H  3.88  0.08  3.62
H  -1.11  3.46  1.04
H  -0.10  5.68  1.63
H  2.12  5.73  2.73
C  -4.75  0.03  -0.89
N  -3.92  -0.04  0.29
C  -2.47  -0.12  0.08
N  -1.94  0.92  0.96
C  -3.04  1.47  1.55
N  -4.20  1.04  1.20
C  -4.97  -1.33  -1.52
C  -6.12  -2.07  -1.25
C  -6.28  -3.34  -1.76
C  -5.27  -3.94  -2.51
C  -4.10  -3.23  -2.75
C  -3.98  -1.91  -2.30
C  -2.95  -3.90  -3.34
N  -2.88  -5.04  -3.94
N  -1.52  -5.30  -4.15
C  -0.88  -4.30  -3.66
O  -1.72  -3.37  -3.14
C  0.56  -4.09  -3.57
C  1.43  -5.10  -3.95
C  2.79  -4.91  -3.85
C  3.30  -3.71  -3.37
C  2.44  -2.69  -2.99
C  3.03  -1.38  -2.51
N  2.09  -0.54  -1.79
C  1.80  -0.56  -0.48
N  0.84  0.30  -0.23
C  0.56  0.83  -1.45
N  1.30  0.35  -2.43
C  1.07  -2.88  -3.09
H  -4.32  0.71  -1.64
H  -5.70  0.43  -0.56
H  -2.24  0.10  -0.98
H  -2.95  2.25  2.30
H  -6.88  -1.63  -0.62
H  -7.19  -3.90  -1.55
H  -5.36  -4.95  -2.87
H  -3.07  -1.37  -2.53
H  1.01  -6.04  -4.31
H  3.47  -5.70  -4.14
H  4.37  -3.57  -3.27
H  3.36  -0.80  -3.37
H  3.88  -1.57  -1.86
H  2.32  -1.16  0.25
H  -0.19  1.60  -1.60
H  0.38  -2.09  -2.81
N  -0.18  -2.34  2.11
C  0.55  -3.09  1.59
C  1.42  -4.01  1.05
C  2.75  -3.65  0.69
N  3.82  -3.34  0.36
C  0.96  -5.34  0.77
N  0.59  -6.41  0.54



Respective M values: 93.17; 1017.75 u.